{"formula": "C65H71NO2P2PdSi", "method": "wB97M-V/def2-TZVPD", "species": ["Pd", "C", "Si", "C", "C", "C", "C", "C", "C", "P", "C", "C", "C", "C", "C", "C", "C", "C", "C", "C", "C", "C", "C", "C", "C", "C", "C", "C", "P", "C", "C", "C", "C", "C", "C", "C", "C", "C", "C", "C", "C", "H", "H", "H", "H", "H", "H", "H", "H", "H", "H", "H", "H", "H", "H", "H", "H", "H", "H", "H", "H", "H", "H", "H", "H", "H", "H", "H", "H", "H", "H", "H", "C", "C", "C", "C", "C", "C", "C", "N", "C", "C", "C", "C", "C", "C", "O", "C", "C", "C", "C", "C", "C", "C", "C", "C", "O", "C", "C", "C", "C", "C", "C", "H", "H", "H", "H", "H", "H", "H", "H", "H", "H", "H", "H", "H", "H", "H", "H", "H", "H", "H", "H", "H", "H", "H", "H", "H", "H", "H", "H", "H", "H", "H", "H", "H", "H", "H", "H", "H", "H", "H", "H"], "positions_angstrom": [[0.89617, -0.28111, 0.67203], [-1.18605, 2.43290, 0.72552], [0.42706, 1.84200, 1.42706], [1.87928, 2.80880, 0.73628], [1.72379, 4.14951, 0.38795], [2.82540, 4.91999, 0.03398], [4.09405, 4.35815, 0.00656], [4.26668, 3.01567, 0.31372], [3.16149, 2.24583, 0.66012], [3.28044, 0.51221, 1.12467], [3.20487, -0.63033, -0.26441], [3.17452, -1.97880, 0.01678], [3.03869, -2.94401, -0.99640], [2.92539, -2.53792, -2.34452], [2.91982, -1.22683, -2.68084], [3.02238, -0.13308, -1.66843], [4.86876, 0.31575, 1.95425], [5.79108, -0.67212, 1.62462], [6.97064, -0.78218, 2.34924], [7.22856, 0.08276, 3.40214], [6.30712, 1.07150, 3.73506], [5.12919, 1.18532, 3.01924], [0.43866, 1.80039, 3.29820], [0.23273, 2.95985, 4.05030], [0.24335, 2.91019, 5.43541], [0.45611, 1.70193, 6.09296], [0.65406, 0.54027, 5.36562], [0.64566, 0.59411, 3.97303], [0.76558, -0.88830, 2.94385], [2.13293, -1.89459, 3.52770], [2.16109, -3.25538, 3.20747], [3.25218, -4.02608, 3.57273], [4.31762, -3.44653, 4.25457], [4.28974, -2.09854, 4.58045], [3.19877, -1.32154, 4.21854], [-0.74400, -1.84042, 3.26059], [-1.77252, -1.43621, 2.28823], [-3.14608, -2.07505, 2.10655], [-3.58874, -2.99093, 4.40844], [-2.19889, -2.91384, 4.97732], [-0.99145, -2.47129, 4.47124], [-1.44098, 3.40785, 1.15556], [-2.00374, 1.75032, 0.97081], [-1.13258, 2.53072, -0.36010], [0.74341, 4.61417, 0.41104], [2.69360, 5.96591, -0.21280], [4.95029, 4.96250, -0.26373], [5.25628, 2.57516, 0.28322], [3.28754, -2.31828, 1.04118], [3.03644, -3.99308, -0.73570], [2.85105, -3.28981, -3.11927], [2.85345, -0.93262, -3.71898], [3.83426, 0.55060, -1.93764], [5.60980, -1.34913, 0.80071], [7.69313, -1.54236, 2.08191], [8.15116, -0.00571, 3.96133], [6.51100, 1.75447, 4.54967], [4.41349, 1.95761, 3.28318], [0.07029, 3.91364, 3.55838], [0.08666, 3.81477, 6.00889], [0.46378, 1.67026, 7.17477], [0.81548, -0.39840, 5.88269], [1.33120, -3.71000, 2.67831], [3.27085, -5.08150, 3.33419], [5.16754, -4.05274, 4.54041], [5.11592, -1.64759, 5.11506], [3.17455, -0.27173, 4.48222], [-1.95965, -0.35683, 2.42995], [-3.00477, -3.13917, 1.89039], [-4.25227, -2.82142, 5.26454], [-2.12415, -3.37817, 5.95647], [-0.13711, -2.62349, 5.12513], [-1.98558, 1.07592, -6.82082], [-1.41819, -0.20629, -6.19574], [-0.46404, -0.88568, -7.18854], [-2.57237, -1.16311, -5.90150], [-0.65170, 0.15582, -4.92789], [-1.03910, -0.25615, -3.67936], [-0.27689, 0.07487, -2.53148], [-0.66614, -0.19785, -1.26730], [-2.00333, -0.45682, -0.99094], [-3.16489, 0.04001, -1.62598], [-4.42900, -0.20614, -1.11326], [-4.57793, -0.94054, 0.08483], [-3.46559, -1.38590, 0.76856], [-2.23338, -1.15124, 0.17771], [-1.19240, -1.55539, 0.96383], [-4.03787, -1.94759, 3.34728], [-3.96342, -0.54820, 3.96755], [-5.50083, -2.22605, 2.98081], [-3.80157, -4.46166, 3.99338], [-5.69072, 0.33426, -1.79183], [-5.37390, 1.14195, -3.05063], [-6.44352, 1.25024, -0.81583], [-6.59077, -0.84525, -2.18605], [0.99038, 0.70935, -2.71824], [1.80139, 0.69569, -1.59999], [1.32147, 1.29309, -3.93952], [0.47985, 0.97988, -5.01239], [2.49849, 2.24915, -4.20587], [3.74344, 1.48121, -4.67993], [2.82618, 3.11293, -2.98660], [2.11976, 3.23768, -5.32584], [-2.53879, 0.83419, -7.73007], [-1.19647, 1.77965, -7.09224], [-2.66692, 1.58007, -6.13172], [-1.00687, -1.16654, -8.09264], [-0.03107, -1.79164, -6.75877], [0.35253, -0.22649, -7.48847], [-3.08485, -1.41044, -6.83145], [-3.31152, -0.71809, -5.23070], [-2.22049, -2.09805, -5.45849], [-1.90683, -0.88277, -3.55079], [-3.06033, 0.67201, -2.49378], [-5.57305, -1.11059, 0.46928], [-4.19454, 0.22166, 3.22649], [-2.98474, -0.32870, 4.40302], [-4.69982, -0.46274, 4.76863], [-5.95112, -1.34497, 2.52422], [-6.08212, -2.45220, 3.87735], [-5.60920, -3.06184, 2.28717], [-3.10219, -4.77063, 3.21552], [-4.81690, -4.63055, 3.63798], [-3.64237, -5.11877, 4.84889], [-4.76327, 2.02134, -2.82995], [-6.30509, 1.49456, -3.49572], [-4.85979, 0.53998, -3.80432], [-5.82692, 2.10405, -0.52631], [-6.74220, 0.72398, 0.09235], [-7.35113, 1.63124, -1.28691], [-6.07511, -1.52108, -2.87154], [-7.49077, -0.47873, -2.68296], [-6.90759, -1.42379, -1.31647], [0.72955, 1.38175, -5.98390], [4.26437, 0.96214, -3.87396], [4.45630, 2.18071, -5.12107], [3.48496, 0.74983, -5.44952], [3.09872, 2.54579, -2.10235], [1.97201, 3.74223, -2.72519], [3.66087, 3.77288, -3.23170], [2.09816, 2.77599, -6.31343], [2.87410, 4.02426, -5.36627], [1.15055, 3.70410, -5.13818]], "forces_ev_per_a": [[-0.1, -0.3, 0.4], [-0.1, 0.0, 0.1], [0.1, 0.2, 0.0], [-0.1, 0.1, 0.0], [0.0, 0.0, 0.0], [0.0, 0.0, 0.0], [0.0, 0.0, 0.0], [0.0, 0.0, 0.0], [-0.1, 0.0, 0.0], [-0.2, 0.0, -0.2], [0.3, -0.1, -0.2], [-0.1, 0.0, 0.0], [0.0, 0.0, 0.0], [0.0, 0.0, 0.0], [0.0, 0.0, 0.0], [-0.1, 0.0, 0.0], [-0.1, 0.0, 0.2], [0.0, 0.0, 0.0], [0.0, 0.0, 0.0], [0.0, 0.0, 0.0], [0.0, 0.0, 0.0], [0.0, 0.0, 0.0], [0.0, 0.0, 0.0], [0.0, 0.0, 0.0], [0.0, 0.0, 0.0], [0.0, 0.0, 0.0], [0.0, 0.0, 0.0], [0.0, 0.0, -0.1], [-0.1, -0.1, 0.0], [0.0, 0.0, 0.0], [0.0, 0.0, 0.0], [0.0, 0.0, 0.0], [0.0, 0.0, 0.0], [0.0, 0.0, 0.0], [0.0, 0.0, 0.0], [0.0, 0.1, 0.1], [0.0, 0.0, -0.1], [0.0, 0.0, 0.0], [0.0, 0.0, 0.0], [0.0, 0.0, 0.0], [0.0, 0.0, 0.0], [0.0, 0.0, 0.0], [0.0, 0.0, 0.0], [0.0, 0.0, 0.0], [0.0, 0.0, 0.0], [0.0, 0.0, 0.0], [0.0, 0.0, 0.0], [0.0, 0.0, 0.0], [0.0, 0.0, 0.0], [0.0, 0.0, 0.0], [0.0, 0.0, 0.0], [0.0, 0.0, 0.0], [0.0, 0.0, 0.0], [0.0, 0.0, 0.0], [0.0, 0.0, 0.0], [0.0, 0.0, 0.0], [0.0, 0.0, 0.0], [0.0, 0.0, 0.0], [0.0, 0.0, 0.0], [0.0, 0.0, 0.0], [0.0, 0.0, 0.0], [0.0, 0.0, 0.0], [0.0, 0.0, 0.0], [0.0, 0.0, 0.0], [0.0, 0.0, 0.0], [0.0, 0.0, 0.0], [0.0, 0.0, 0.0], [0.0, 0.0, 0.0], [0.0, 0.0, 0.0], [0.0, 0.0, 0.0], [0.0, 0.0, 0.0], [0.0, 0.0, 0.0], [0.0, 0.0, 0.0], [0.0, 0.0, 0.0], [0.0, 0.0, 0.0], [0.0, 0.0, 0.0], [0.0, 0.0, 0.0], [0.0, 0.0, 0.1], [0.1, 0.0, -0.1], [0.1, 0.0, -0.1], [0.1, 0.0, 0.1], [0.0, 0.0, 0.0], [0.0, 0.0, 0.0], [0.0, 0.0, 0.0], [0.0, 0.0, -0.1], [0.0, 0.0, 0.0], [0.0, 0.0, 0.0], [0.0, 0.0, 0.0], [0.0, 0.0, 0.0], [0.0, 0.0, 0.0], [0.0, 0.0, 0.0], [0.0, 0.0, 0.0], [0.0, 0.0, 0.0], [0.0, 0.0, 0.0], [0.0, 0.0, 0.0], [-0.1, -0.1, 0.1], [0.1, 0.2, -0.1], [0.0, 0.1, 0.0], [0.0, 0.0, 0.0], [0.0, 0.0, 0.0], [0.1, 0.0, 0.0], [0.0, 0.1, 0.0], [0.0, 0.0, 0.0], [0.0, 0.0, 0.0], [0.0, 0.0, 0.0], [0.0, 0.0, 0.0], [0.0, 0.0, 0.0], [0.0, 0.0, 0.0], [0.0, 0.0, 0.0], [0.0, 0.0, 0.0], [0.0, 0.0, 0.0], [0.0, 0.0, 0.0], [0.0, 0.0, 0.0], [0.0, 0.0, 0.0], [0.0, 0.0, 0.0], [0.0, 0.0, 0.0], [0.0, 0.0, 0.0], [0.0, 0.0, 0.0], [0.0, 0.0, 0.0], [0.0, 0.0, 0.0], [0.0, 0.0, 0.0], [0.0, 0.0, 0.0], [0.0, 0.0, 0.0], [0.0, 0.0, 0.0], [0.0, 0.0, 0.0], [0.0, 0.0, 0.0], [0.0, 0.0, 0.0], [0.0, 0.0, 0.0], [0.0, 0.0, 0.0], [0.0, 0.0, 0.0], [0.0, 0.0, 0.0], [0.0, 0.0, 0.0], [0.0, 0.0, 0.0], [0.0, 0.0, 0.0], [0.0, 0.0, 0.0], [0.0, 0.0, 0.0], [0.0, 0.0, 0.0], [0.0, -0.1, 0.0], [0.0, 0.0, 0.0], [0.0, 0.0, 0.0], [0.0, 0.0, 0.0], [0.0, 0.0, 0.0], [0.0, 0.0, 0.0]], "multiplicity": 5, "relative_energy_kj_mol": 0.0, "homo_ev": [-11.982, -12.659], "e_tot_ha": -3824.28043, "mol_weight_g_mol": 1094.74, "total_charge": 2, "s2": 6.13, "homo_lumo_gap_ev": [6.5, 6.1]}